# 1
Formula: C5H36O15
Source: the OMol25 dataset
Level of theory: ωB97M-V with the def2-TZVPD basis set

Summary:
Highest occupied orbital energy: -4.44 eV
Net charge: -2
Frontier orbital gap: 9.335 eV

```
56
Properties=species:S:1:pos:R:3:forces:R:3:lowdin_charge:R:1
C -0.351799 -1.035843 -1.739290 2.68 0.41 -0.51 -0.206
O -0.432266 0.259020 -2.315891 0.03 0.16 0.09 -0.120
C 0.592032 -1.021106 -0.483874 -3.26 -0.84 0.78 -0.156
C 0.090297 -0.081856 0.625986 -0.40 -1.80 3.26 -0.111
C 0.838251 -0.341016 2.118531 -1.06 3.10 -4.26 -0.122
C 1.504328 0.949759 2.624792 0.37 0.26 0.08 -0.245
O 2.476914 0.459276 3.502824 4.32 5.31 -1.80 -0.053
H -1.306473 -1.298253 -1.302105 -0.49 -0.44 -0.67 0.076
H 0.078615 -1.652057 -2.632321 -1.09 0.08 2.02 0.146
H 0.643732 -2.033982 -0.065715 -0.78 -0.21 0.06 0.091
H 1.583890 -0.907049 -0.641937 3.19 1.23 -1.25 0.049
H -0.997621 -0.173255 0.875607 0.81 -0.34 -0.70 0.082
H 0.188166 0.960491 0.506444 0.54 1.16 -0.93 0.069
H 1.427583 -1.210933 2.124647 1.55 -0.77 -0.39 0.089
H 0.158018 -0.509852 2.856080 -2.66 -0.77 1.81 0.053
H 0.807333 1.624984 3.278490 0.72 -0.93 -1.77 0.143
H 2.102406 1.536726 1.876702 -1.09 -0.38 0.41 0.129
H 0.025558 -4.223521 1.496083 0.64 -0.45 -0.17 0.011
H 1.382534 -4.002331 0.843871 -0.33 -0.67 0.21 0.017
O 0.829889 -4.729258 1.195779 -0.43 1.26 0.04 -0.113
H 3.666587 3.320193 -0.131934 0.09 -0.08 -0.24 -0.002
H 3.079059 2.050558 -0.906452 2.48 2.28 0.92 0.051
O 4.030769 2.580048 -0.639173 -2.50 -1.58 -0.43 -0.192
H 1.641663 3.329423 -1.262944 -0.78 1.30 0.74 -0.043
H 0.479079 4.377685 -0.868184 1.54 0.01 -0.26 0.002
O 1.462827 4.334237 -0.983883 -0.99 -0.28 -0.05 -0.185
H 2.101192 -0.198541 3.918363 -2.72 -5.41 3.61 -0.023
H -2.949959 -0.692228 1.053067 -0.44 0.77 2.02 0.041
O -2.939635 -0.487261 2.136287 2.80 -5.26 -1.61 -0.127
H -1.730033 1.229555 -1.430850 6.87 -1.26 -1.94 -0.099
H -3.340882 0.297732 2.194462 -2.20 4.79 0.36 -0.059
O -2.562697 1.329135 -1.226030 -7.97 1.02 2.16 -0.063
H 3.995664 -1.288012 0.407877 -3.31 -0.98 2.35 -0.059
H 4.351859 -0.287793 -0.704091 0.17 -1.67 1.00 0.025
O 4.685168 -1.036757 -0.106365 3.25 2.17 -2.97 -0.073
H 0.300978 0.802108 -1.962923 0.13 0.05 0.10 0.027
H 1.669072 2.034484 -2.481697 -0.28 -0.08 1.83 0.073
O 1.596247 1.911133 -1.479859 0.53 -0.56 -2.55 -0.343
H -2.272855 -3.005940 1.750560 1.66 0.09 0.47 0.041
H -1.239399 -1.882052 2.103539 -0.44 -2.49 0.39 0.035
O -1.368586 -2.897950 2.196829 -0.97 2.05 -0.91 -0.135
H -1.248582 3.601457 -0.365130 5.43 -4.05 -0.30 -0.070
H -2.741774 3.548291 -0.491670 -7.09 -5.96 -1.85 -0.091
O -2.028612 3.969280 -0.352222 1.70 9.99 2.21 0.089
H 2.774965 0.847869 -1.883292 -0.29 -1.52 -0.17 -0.007
H 4.146517 0.790320 -2.311782 1.01 0.11 -0.44 0.026
O 3.456161 0.146245 -2.171628 -0.69 1.14 0.09 -0.111
H -2.969269 0.491650 -0.768620 0.52 1.01 0.05 -0.017
H -4.321025 -0.384780 0.406692 -4.76 1.71 4.03 -0.075
O -3.737858 -0.594927 -0.204525 4.17 -2.28 -3.85 -0.260
H -3.386284 0.011917 -2.263548 -0.09 -2.27 -1.64 0.049
H -3.416987 -1.572443 -2.328559 -0.01 -1.32 1.55 -0.048
O -3.494457 -0.826175 -2.868014 -0.05 3.50 -0.94 -0.105
H -2.562169 -3.101116 -0.673549 0.99 -0.33 -0.69 0.006
H -3.550440 -2.189929 -0.048801 -0.23 0.24 0.00 -0.014
O -3.217717 -3.127367 0.003372 -0.81 -0.24 0.64 -0.089
```
Positions in Å, forces in eV/Å.

=====

# 2
Formula: C41H48Cl2N9O3PTl
Source: the OMol25 dataset
Level of theory: ωB97M-V with the def2-TZVPD basis set

Summary:
Relative energy (zero: lowest compared OMol25 entry of this formula, charge and spin): 0.00 kJ/mol
Highest occupied orbital energy: -4.61 eV
Net charge: -1
Frontier orbital gap: 6.578 eV

```
105
Properties=species:S:1:pos:R:3:forces:R:3:lowdin_charge:R:1
Tl -0.606475 -0.341356 -0.098669 -0.23 0.14 -0.13 0.806
C -1.456219 1.758363 -3.344214 0.04 0.09 0.05 -0.054
C -1.344937 3.070116 -2.611814 -0.02 -0.08 0.05 -0.214
C -0.905492 4.202424 -3.286671 0.01 0.03 -0.02 -0.084
C -0.799772 5.424345 -2.641497 0.06 -0.02 0.02 -0.122
C -1.138071 5.501455 -1.298852 0.06 0.01 -0.01 -0.077
C -1.593434 4.393255 -0.594267 0.01 -0.04 0.03 -0.201
C -1.971821 4.550257 0.851187 0.03 -0.01 -0.02 -0.048
C -1.705160 3.147743 -1.251556 0.09 0.18 -0.14 -0.212
N -2.116322 1.982483 -0.596631 -0.02 -0.16 0.14 0.036
C -3.327397 2.010884 -0.050485 -0.05 0.10 -0.16 -0.510
O -4.177764 2.919895 -0.098036 0.04 -0.06 0.08 -0.013
C -3.735507 0.748486 0.683505 -0.02 0.06 0.13 -0.190
C -4.734798 0.798670 1.648975 -0.04 -0.05 0.04 -0.003
C -5.077942 -0.372417 2.305980 0.06 0.02 -0.07 -0.057
C -4.450657 -1.561871 1.959239 0.01 0.01 0.05 -0.028
C -3.484079 -1.529629 0.965813 0.03 -0.12 -0.06 -0.248
N -3.140674 -0.392504 0.365040 0.22 -0.10 -0.06 0.056
C -2.840778 -2.827286 0.476651 -0.08 -0.31 -0.05 -0.546
O -2.995195 -3.847939 1.185327 0.00 0.11 0.03 -0.037
N -2.250625 -2.727381 -0.700562 0.18 0.39 0.06 0.058
C -2.039590 -3.860098 -1.485653 -0.10 -0.22 0.03 -0.229
C -3.100622 -4.297678 -2.305562 0.03 0.03 0.04 -0.219
C -4.430552 -3.598637 -2.235752 0.01 -0.06 0.01 -0.043
C -2.911748 -5.364640 -3.174747 0.01 0.04 -0.05 -0.077
C -1.686472 -6.006800 -3.268995 -0.03 0.02 0.00 -0.114
C -0.640834 -5.572813 -2.468968 0.02 -0.01 -0.02 -0.073
C -0.800285 -4.518059 -1.578695 -0.04 0.11 -0.02 -0.212
C 0.333514 -4.078544 -0.703868 -0.01 -0.07 0.00 -0.051
H -1.765681 1.915115 -4.379672 0.03 0.00 -0.01 0.078
H -2.177494 1.111743 -2.847296 0.00 -0.02 -0.04 0.062
H -0.495588 1.233912 -3.357665 -0.05 -0.01 0.01 0.061
H -0.661960 4.124395 -4.342309 0.01 -0.01 0.01 0.098
H -0.461364 6.304017 -3.176806 0.00 0.00 0.00 0.084
H -1.051106 6.449467 -0.776473 -0.02 0.00 0.00 0.098
H -1.425997 5.385230 1.299179 0.01 -0.01 0.01 0.069
H -1.762669 3.636846 1.408709 0.02 0.01 0.03 0.059
H -3.044071 4.737281 0.934699 0.01 -0.02 0.01 0.077
H -5.208818 1.747511 1.854971 0.00 0.00 -0.01 0.110
H -5.832377 -0.359595 3.084179 -0.02 -0.01 -0.02 0.099
H -4.676888 -2.505776 2.434405 0.00 -0.01 -0.02 0.109
H -4.292887 -2.537109 -2.026082 -0.02 0.01 -0.04 0.070
H -5.043392 -4.003661 -1.425505 0.02 0.03 0.03 0.085
H -4.981550 -3.720272 -3.170246 -0.02 -0.01 0.01 0.069
H -3.743586 -5.686656 -3.793594 0.01 -0.01 -0.01 0.099
H -1.548800 -6.832189 -3.956651 0.01 0.00 0.00 0.087
H 0.323106 -6.068678 -2.528855 0.00 0.02 0.02 0.098
H 1.194373 -4.741434 -0.814632 0.00 0.02 0.00 0.077
H 0.022082 -4.083623 0.338240 0.01 0.04 0.12 0.049
H 0.645737 -3.060971 -0.941323 0.04 0.12 0.03 0.029
O -0.630663 1.698535 2.356571 0.09 0.16 0.09 -0.178
C -0.216141 1.983702 3.675467 -0.01 0.03 -0.01 -0.293
C 0.778761 3.132235 3.816325 -0.01 -0.11 -0.17 -0.158
C 2.155574 2.834157 3.188917 -0.06 0.04 0.01 -0.148
C 2.312132 3.210137 1.737898 0.04 -0.03 0.01 -0.279
C 3.024487 4.341613 1.356207 0.06 -0.03 0.00 -0.026
C 3.174311 4.620219 0.007292 -0.01 0.04 0.00 -0.068
C 2.610802 3.764615 -0.922382 -0.06 0.03 -0.04 -0.054
C 1.892994 2.674391 -0.456855 -0.03 -0.04 0.07 -0.125
N 1.754795 2.397679 0.837659 -0.14 0.03 0.01 0.117
H 0.122420 1.801266 1.746342 0.03 -0.08 0.04 0.002
H 0.225377 1.092100 4.144523 -0.02 -0.02 -0.02 0.080
H -1.128271 2.228389 4.225760 0.03 -0.03 0.06 0.120
H 0.928031 3.288998 4.888540 -0.05 0.06 0.00 0.108
H 0.354456 4.049808 3.400277 0.01 0.01 0.00 0.115
H 2.338564 1.757811 3.270404 0.04 0.05 0.01 0.062
H 2.934601 3.352771 3.752096 -0.01 -0.01 0.04 0.105
H 3.464473 4.983228 2.109332 -0.02 0.01 0.00 0.107
H 3.718014 5.500180 -0.313964 0.02 -0.01 0.01 0.103
H 2.693438 3.945810 -1.984015 -0.03 0.02 -0.03 0.105
H 1.415826 1.984941 -1.142473 -0.05 -0.01 -0.04 0.083
Cl -1.140272 -1.304309 3.411709 -0.04 -0.04 0.05 0.601
C -0.421183 -2.916201 3.404921 -0.12 0.09 -0.03 -0.944
Cl 1.216912 -2.854981 2.715041 -0.01 -0.17 -0.03 0.523
H -1.052742 -3.567344 2.802942 0.06 0.03 -0.07 0.017
H -0.330516 -3.254594 4.429441 -0.03 -0.06 -0.01 0.022
N 4.341385 -1.004328 -2.262279 0.03 -0.01 0.07 0.011
C 3.592630 -0.456746 -1.288822 0.02 0.00 -0.04 -0.159
N 2.325411 -0.602568 -1.575686 -0.08 0.06 0.00 0.116
C 2.343253 -1.267803 -2.763144 0.03 0.07 0.09 -0.317
N 3.553402 -1.532022 -3.217541 -0.02 -0.05 -0.04 0.114
C 1.111268 -1.649078 -3.472589 -0.13 -0.03 -0.08 -0.212
C 1.154865 -2.352263 -4.670077 0.00 -0.02 -0.04 -0.079
N 0.050212 -2.692992 -5.325133 0.02 -0.03 0.01 0.089
C -1.101280 -2.343445 -4.765163 0.01 -0.03 -0.01 -0.101
C -1.152527 -1.641221 -3.566798 -0.01 0.06 0.03 -0.116
N -0.048809 -1.282477 -2.927471 0.10 -0.10 -0.04 0.095
H 5.340263 -1.075076 -2.338919 0.00 0.02 0.00 0.145
H 3.990853 0.035027 -0.414553 0.02 -0.03 0.00 0.111
H 2.104155 -2.635216 -5.107831 0.01 0.00 0.02 0.106
H -2.008244 -2.627527 -5.284237 -0.03 -0.01 0.05 0.109
H -2.091939 -1.347113 -3.112572 -0.01 -0.10 0.01 0.110
C 3.532265 -0.715277 4.702342 -0.01 0.00 -0.11 -0.316
P 3.833908 -0.517023 2.893750 0.23 0.07 0.02 0.766
C 4.849783 -2.034849 2.618487 -0.11 0.07 0.01 -0.324
C 5.215620 0.713378 3.009541 -0.10 -0.05 -0.05 -0.317
H 4.472347 -0.769722 5.256782 -0.01 -0.03 0.02 0.035
H 2.956790 -1.625505 4.869649 -0.02 0.01 0.01 0.013
H 2.946610 0.128768 5.070079 0.00 -0.01 0.02 0.024
H 5.588153 -2.170129 3.412347 0.03 -0.02 -0.02 0.033
H 5.365043 -1.964805 1.658799 0.00 0.00 0.00 0.025
H 4.194738 -2.906158 2.584059 0.03 -0.02 0.01 0.007
H 6.080127 0.303983 3.537886 0.00 0.02 0.03 0.032
H 4.857043 1.594935 3.544068 0.03 0.01 -0.02 0.019
H 5.525138 1.035819 2.013552 0.02 -0.02 0.01 0.023
```
Positions in Å, forces in eV/Å.

=====

# 3
Formula: C3H9N3O
Source: the OMol25 dataset
Level of theory: ωB97M-V with the def2-TZVPD basis set

Summary:
Relative energy (zero: lowest compared OMol25 entry of this formula, charge and spin): 725.90 kJ/mol
Highest occupied orbital energy (alpha / beta): -7.06 / -7.06 eV
Net charge: 0
Frontier orbital gap (alpha / beta): 7.331 / 7.329 eV

```
16
Properties=species:S:1:pos:R:3:forces:R:3:lowdin_charge:R:1
C -0.008056 0.992971 -0.211289 -0.28 -0.21 -0.29 -0.066
C 1.687504 -0.279978 0.270578 0.25 -0.51 0.74 -0.142
C 1.430105 -0.960609 1.452682 0.43 0.31 -0.33 -0.176
N -1.131322 0.361140 -0.699558 -0.51 -0.37 0.55 -0.296
N -1.643852 0.773139 -1.939467 0.04 -0.11 0.03 0.102
N -1.817019 -0.598443 -0.154426 0.75 0.75 -0.36 0.003
O -1.172265 -1.297724 0.781905 0.40 -0.05 0.17 -0.083
H -2.306047 0.064827 -2.243557 0.05 0.06 0.08 0.092
H -2.107696 1.671784 -1.835490 0.07 -0.12 0.10 0.099
H -0.100441 1.267133 0.829398 0.04 -0.16 0.06 0.089
H 0.341462 1.761514 -0.887654 -0.07 -0.02 -0.03 0.078
H 2.284643 0.624141 0.277544 -0.18 0.07 0.01 0.066
H 1.745024 -0.831755 -0.659608 -0.15 0.05 -0.03 0.077
H 1.658872 -0.497922 2.405873 0.01 -0.03 -0.05 0.050
H 1.347038 -2.042275 1.442787 -0.15 0.03 -0.03 0.058
H -0.207951 -1.007943 1.170281 -0.70 0.30 -0.62 0.048
```
Positions in Å, forces in eV/Å.

=====

# 4
Formula: C3H3CeO2
Source: the OMol25 dataset
Level of theory: ωB97M-V with the def2-TZVPD basis set

Summary:
Relative energy (zero: lowest compared OMol25 entry of this formula, charge and spin): 355.67 kJ/mol
⟨S²⟩: 2.002
Spin multiplicity: 3
Highest occupied orbital energy (alpha / beta): -20.40 / -25.07 eV
Net charge: +3
Frontier orbital gap (alpha / beta): 4.906 / 9.726 eV

```
9
Properties=species:S:1:pos:R:3:forces:R:3:lowdin_charge:R:1
O 0.530871 1.096243 -0.208029 -3.48 -0.11 -0.02 0.072
O 0.515074 -1.112283 -0.273700 -1.73 1.73 0.29 0.098
C -0.790757 0.843828 0.008509 3.66 -1.53 -2.35 0.269
C -0.957104 -0.617442 0.108806 1.62 -0.15 -0.35 0.142
C 1.264513 -0.110219 -0.456895 -0.10 -0.54 1.43 -0.169
H -1.503041 1.587774 -0.336947 -0.39 0.74 1.06 0.215
H -1.147913 -0.997302 1.121903 -0.28 -0.12 0.01 0.199
H -1.618207 -1.069005 -0.643709 -0.17 0.03 0.01 0.205
Ce 3.706564 0.378404 0.680058 0.88 -0.05 -0.09 1.970
```
Positions in Å, forces in eV/Å.